Version one
The following is a quantum chemistry calculation of 2 unconnected molecules or ions with the total composition C3H7PS, from OMol25.

Geometry as ORCA input:
```
! wB97M-V def2-TZVPD RIJCOSX def2/J DEFGRID3
* xyz 0 1
S 1.90895 0.85304 0.59393
H -0.08882 -0.92421 1.60151
H 1.53367 -2.07401 1.43195
C -0.67701 -0.32899 0.93622
H -1.06721 0.59856 1.43551
H -1.35370 -0.91882 0.44680
H 0.12234 1.56983 -1.93842
H -0.81904 0.06098 -1.95546
P 1.75976 -1.00361 -0.29319
C -0.35882 0.84989 -1.25757
C 0.35797 0.15618 -0.11950
H -1.31808 1.16117 -0.88180
*
```

=====

Version two
The following is a quantum chemistry calculation of 2 unconnected molecules or ions with the total composition C3H7PS, from OMol25.

Geometry as ORCA input:
```
! wB97M-V def2-TZVPD RIJCOSX def2/J DEFGRID3
* xyz 0 1
C 1.28996 -0.51263 0.07030
P 2.23758 0.77584 0.91952
H -1.02700 0.80185 -1.54236
H 1.47248 -2.19932 1.35950
C -0.99756 1.33400 -0.61516
S 2.73922 -0.25406 -0.86395
H -0.18118 -1.64396 1.08282
H -1.61231 1.00952 0.19169
C 0.78708 -1.79732 0.60480
H 1.61509 1.87803 0.31570
H 0.68136 -2.53474 -0.19111
H -0.52166 2.28950 -0.58904
*
```

=====

Stability verdict: version one, ahead by 0.0591 hartree

=====

Version one
The following is a quantum chemistry calculation of a molecular structure, C8H14N3, from OMol25.

Geometry as ORCA input:
```
! wB97M-V def2-TZVPD RIJCOSX def2/J DEFGRID3
* xyz 1 1
H -0.05621 1.79169 0.40694
C -0.41151 0.29600 -1.14711
H -3.33370 -0.42609 0.52255
C 1.69713 1.35597 -0.83344
H -0.74410 -2.39719 2.17229
H -0.11398 2.52826 -1.25358
H 2.28814 1.16297 0.10196
N -1.43140 -0.24090 -0.18734
N 0.65762 -0.63302 -1.30612
H -2.93787 0.26971 -1.23448
H 1.88994 0.38451 -2.76476
N -0.81071 -1.06725 0.67547
C 1.68640 -1.07408 1.29649
H 2.20305 2.12514 -1.41924
H -1.40396 -0.96792 2.81272
C 1.83597 0.10558 -1.64250
C -1.41454 -1.65796 1.82879
H -0.97017 0.52432 -2.14558
H 1.69623 -1.18035 2.42426
H -2.39676 -1.94250 1.60284
H 2.61062 -0.90465 0.82915
C -2.68906 -0.12162 -0.26196
H 2.77106 -0.40939 -1.39491
C 0.53832 -1.04433 0.54366
C 0.24278 1.63933 -0.71663
*
```

=====

Version two
The following is a quantum chemistry calculation of 2 unconnected molecules or ions with the total composition C8H14N3, from OMol25.

Geometry as ORCA input:
```
! wB97M-V def2-TZVPD RIJCOSX def2/J DEFGRID3
* xyz 1 1
H 1.73409 2.19039 -0.04865
H -3.84924 -1.23154 0.46875
C 2.02539 1.07653 0.13856
H -1.39617 -2.45893 -1.04327
H 0.91894 -2.00830 0.32181
H -2.42966 -0.71346 -1.36193
H -3.09324 -2.76511 0.89144
N 1.11541 0.05931 0.31604
H -1.20571 3.15200 -0.70343
N -0.13489 0.08107 0.58711
C 3.00870 -1.41444 0.00274
C -1.97717 -1.47445 -0.61291
H -1.66428 1.69728 -1.37195
N 3.85170 -0.39456 -0.22584
C -0.86585 2.04688 -0.73907
H -0.47494 1.92238 1.40800
H 3.91406 1.66497 -0.50888
C 3.34877 0.82363 -0.11881
H 3.42571 -2.49826 0.03550
H 0.04432 2.09892 -1.37305
C 1.67161 -1.20913 0.31169
C -0.80574 1.25176 0.55689
H -1.82355 0.98694 0.88745
H -2.47136 -1.23670 1.53196
C -2.86689 -1.64719 0.64986
*
```

=====

Stability verdict: version one, ahead by 0.0445 hartree

=====

Version one
The following is a quantum chemistry calculation of a gas-phase ion, C3H12N5 (charge +1), from OMol25.

Geometry as ORCA input:
```
! wB97M-V def2-TZVPD RIJCOSX def2/J DEFGRID3
* xyz 1 1
H -0.58947 1.98851 1.31124
H 1.03431 0.44728 2.25412
N 0.68537 -1.11784 -0.68298
H 1.50096 -1.06458 -2.59864
H -1.76445 -1.73606 -0.34057
H -2.01754 0.40835 1.70166
H -0.54528 -0.30904 -1.97884
N -0.38341 -0.30183 -0.91806
H 1.84767 1.39658 1.10554
C -1.19493 -0.08749 1.17647
N 1.72274 -0.74697 -1.69890
C -0.22063 1.04578 0.87847
H 2.61921 -1.17020 -1.32360
H -0.73123 -0.87679 1.80644
H 1.05742 -0.71229 0.29196
C -1.61174 -0.68623 -0.11284
N -0.36336 1.12048 -0.60025
N 1.12045 0.74479 1.35944
H 0.25929 1.81157 -1.07142
H -2.42537 -0.15403 -0.55924
*
```

=====

Version two
The following is a quantum chemistry calculation of a gas-phase ion, C3H12N5 (charge +1), from OMol25.

Geometry as ORCA input:
```
! wB97M-V def2-TZVPD RIJCOSX def2/J DEFGRID3
* xyz 1 1
N -0.74046 2.49713 1.25210
N 0.28600 -0.31118 0.85824
H -1.83561 -0.54605 -0.64754
H -1.33383 -1.70340 -1.74225
H -0.98551 3.53152 1.24051
H -0.78196 0.70676 2.10411
H 1.65405 -1.22426 -0.79280
H 1.39408 0.82248 -0.50019
C 0.87945 0.80562 0.43345
N -0.20659 2.00413 0.12110
C 1.04801 -2.09069 -0.71875
H -0.12470 2.58930 -0.73043
C -1.04575 -0.91337 -1.19563
H 1.44645 1.17268 1.27294
H -0.31186 -0.26295 -1.79286
H -0.55401 -2.02688 0.55147
N -1.02779 1.72081 2.18948
N -0.12687 -1.39909 -0.11280
H 0.84256 -2.52713 -1.66568
H 1.52435 -2.84545 -0.12446
*
```

=====

Stability verdict: version one, ahead by 0.0904 hartree

=====

Version one
The following is a quantum chemistry calculation of C7H10N2O in the gas phase, from OMol25.

Geometry as ORCA input:
```
! wB97M-V def2-TZVPD RIJCOSX def2/J DEFGRID3
* xyz 0 1
C -1.50274 -0.68330 0.56468
H -3.10026 1.38756 -1.25155
H 0.16427 1.97469 0.10104
H 5.06878 0.89375 0.36540
C -2.97379 0.68368 -0.25083
C -2.63841 -0.77127 -0.57839
C 0.70366 -0.07040 0.51416
H -2.05693 -1.13781 1.52190
O -0.21849 -1.21587 0.38382
H 4.83314 -0.28144 -0.79978
N 4.37040 0.42915 -0.36096
H 2.28048 -1.22021 -0.99849
C -0.31967 1.12370 0.27804
C -1.60770 0.76056 0.41839
H -3.49924 -1.39204 -0.29119
C 2.29659 -0.44646 -0.14807
H -2.23860 -1.17903 -1.53074
H 1.06247 0.01903 1.47836
N 3.17203 0.36455 0.17047
H -3.79600 0.76116 0.41373
*
```

=====

Version two
The following is a quantum chemistry calculation of C7H10N2O in the gas phase, from OMol25.

Geometry as ORCA input:
```
! wB97M-V def2-TZVPD RIJCOSX def2/J DEFGRID3
* xyz 0 1
N 0.48336 2.11351 0.49968
H -1.45674 0.07757 1.53270
H -0.39284 -0.36270 -2.04729
H 3.52411 1.04083 0.53956
H 2.24857 3.32685 0.33597
H -0.72046 -2.44638 1.52514
H -0.81956 -3.04122 -0.13745
H -1.75041 1.32824 -0.89155
C 1.83502 2.38258 0.68428
C -0.63253 -2.22573 0.49682
H -1.01461 -2.10110 -2.05163
H 1.69397 -0.82836 0.74158
C -1.00771 -1.07113 -1.63450
H -2.07431 -0.74240 -1.83028
C 0.27005 0.85865 0.54671
C -0.93685 -1.08563 -0.13290
C -1.11752 0.29394 0.55805
O -2.11752 1.09376 0.01631
N 1.51530 0.19505 0.52763
C 2.47069 1.19368 0.72116
*
```

=====

Stability verdict: version two, ahead by 0.1644 hartree